ORCA calculation (wB97M-V/def2-TZVPD) on a 7-piece molecular cluster, C38H83F9NO7S2 overall at a distorted geometry.

Geometry as XYZ:
```
140
Properties=species:S:1:pos:R:3:forces:R:3:lowdin_charge:R:1
C 8.3970 -2.8173 2.0979 -0.36 0.70 0.41 -0.092
C 8.6139 -2.6492 0.5147 0.78 -0.15 1.46 -0.194
N 8.6721 -1.1451 0.2467 0.89 -0.44 -0.70 -0.135
C 8.1491 -0.8143 -1.1055 0.57 0.32 -1.19 -0.215
C 6.6171 -0.3239 -1.1044 0.79 1.02 -0.18 -0.274
S 5.5046 -1.4040 -0.0659 0.05 -0.46 -0.74 1.105
C 3.9356 -1.5204 -1.1087 -0.36 -0.29 -0.26 -0.305
C 2.6734 -2.0625 -0.2912 -0.34 -0.30 0.32 -0.199
C 1.3591 -1.1533 -0.3774 -1.14 -0.74 0.18 -0.338
C 1.1124 -0.4448 -1.7875 0.92 1.46 0.84 -0.082
C 0.0447 -2.0799 -0.0980 -0.20 0.32 -0.73 -0.177
C -0.9735 -1.4213 0.9487 -1.82 -2.12 0.97 -0.184
C -2.3606 -0.9527 0.2878 -0.41 1.20 0.69 -0.104
C -3.2364 0.0306 0.9104 0.11 0.09 0.05 -0.273
C -3.3224 1.5642 0.3972 -1.54 -1.08 -1.31 -0.070
C -4.2184 -0.3289 2.1310 1.47 0.49 0.17 -0.084
C 5.1193 -0.6430 1.5853 -0.66 0.16 0.93 -0.302
C 6.1605 0.4564 2.0948 -0.21 -0.14 0.89 -0.083
C 5.4695 1.8557 2.5206 1.65 -1.53 2.24 -0.310
F 6.2584 2.2949 3.6446 -1.50 -0.68 -2.34 0.051
F 4.1864 1.6551 3.0613 2.15 0.71 -1.65 0.080
C 5.6198 3.0258 1.4562 2.63 2.78 1.65 -0.304
F 6.8001 2.9399 0.6604 -2.69 -0.52 2.24 0.061
F 5.8112 4.2249 2.2078 -0.82 -2.82 -1.75 0.066
S 4.1908 3.3514 0.3073 -1.60 3.02 -4.03 0.989
F 4.7344 4.9415 0.1394 -1.14 -2.68 0.38 -0.163
F 3.1577 3.8157 1.5092 1.93 -1.34 -1.62 -0.133
F 3.6757 1.7749 0.2771 0.67 1.80 0.66 -0.180
F 5.1730 2.9929 -1.0265 -1.71 0.08 1.80 -0.199
F 2.9861 3.7026 -0.7847 1.80 -0.70 1.85 -0.150
C 10.1224 -0.8391 0.3633 3.30 0.49 -1.74 -0.382
C 10.8203 -0.4437 1.7659 -0.54 -0.52 -0.58 0.000
O 10.9143 -0.9136 -0.6174 -3.40 0.35 2.99 0.042
H 7.4814 -3.4464 2.3792 1.54 0.58 -0.44 0.083
H 9.3507 -3.1606 2.6394 -1.60 0.17 -0.90 0.083
H 8.1816 -1.7678 2.5266 0.30 -1.59 -0.65 0.063
H 9.6597 -3.0701 0.2795 -1.83 0.22 -0.09 0.135
H 7.8122 -3.1335 -0.1274 1.12 0.66 0.91 0.110
H 8.3208 -1.6648 -1.8763 -0.56 1.39 1.56 0.117
H 8.7655 0.0810 -1.4875 -1.09 -1.27 0.44 0.150
H 6.5522 0.7447 -0.6813 -0.02 -1.63 -0.73 0.085
H 6.2291 -0.3343 -2.1890 0.40 -0.15 1.77 0.114
H 4.1881 -2.3192 -1.8993 0.01 1.53 1.13 0.119
H 3.8131 -0.4937 -1.5781 -0.06 -1.37 0.58 0.088
H 2.3917 -3.1120 -0.6721 0.65 1.61 0.39 0.126
H 2.9363 -2.2184 0.8205 -0.39 0.26 -1.64 0.116
H 1.3770 -0.4020 0.4965 0.14 -0.79 -1.60 0.129
H 1.2799 -1.1040 -2.6970 -0.35 0.60 1.27 0.097
H 0.0745 0.0416 -1.8076 1.43 -0.95 0.00 0.097
H 1.8539 0.4406 -1.8435 -1.10 -1.24 -0.25 0.071
H 0.3369 -3.1632 0.1645 -0.44 1.72 -0.06 0.103
H -0.5264 -2.1481 -1.0989 0.93 -0.02 1.46 0.106
H -0.5254 -0.5657 1.5471 -0.53 -1.03 -0.98 0.104
H -1.2453 -2.2565 1.7004 0.69 1.16 -0.76 0.100
H -2.7200 -1.4304 -0.6890 1.52 1.74 0.47 0.108
H -3.7277 2.2435 1.2247 0.68 -1.14 -1.03 0.077
H -4.0877 1.6460 -0.4780 1.29 0.16 1.26 0.068
H -2.3107 1.9473 0.0229 -1.50 -0.73 0.66 0.072
H -4.4712 0.5824 2.7829 0.51 -1.41 -0.77 0.070
H -5.2170 -0.6921 1.6837 1.67 0.43 0.45 0.088
H -3.7441 -1.1795 2.7363 -0.92 1.16 -0.68 0.079
H 4.0301 -0.3011 1.5553 1.60 -0.14 -0.05 0.091
H 5.1308 -1.5198 2.3334 0.16 1.22 -1.43 0.118
H 6.5944 0.0432 3.0814 -0.77 0.79 -1.43 0.135
H 7.0744 0.6053 1.4266 -1.47 -0.09 0.77 0.110
H 10.1017 0.0394 2.5005 0.91 -0.66 -0.93 0.077
H 11.7001 0.2471 1.5139 -1.44 -1.08 0.33 0.101
H 11.2472 -1.4137 2.2105 -0.66 1.45 -0.57 0.096
C -3.2518 -6.0043 -0.9285 -0.04 0.03 -0.30 -0.060
C -2.3778 -5.0180 -0.1699 -0.40 -0.52 0.40 -0.503
C -1.5504 -5.7184 0.8969 0.29 0.09 0.04 -0.063
O -3.2010 -4.0276 0.4427 0.12 0.28 -0.09 -0.065
H -3.9563 -6.5007 -0.2536 0.14 -0.02 0.05 0.084
H -3.8486 -5.4863 -1.6835 0.11 -0.02 0.03 0.082
H -2.6472 -6.7680 -1.4243 -0.07 0.01 0.04 0.082
H -1.7142 -4.5014 -0.8693 -0.14 0.16 0.09 0.126
H -2.1961 -6.2048 1.6348 -0.02 -0.05 -0.13 0.085
H -0.9356 -4.9961 1.4418 -0.01 -0.02 -0.08 0.065
H -0.8946 -6.4736 0.4558 -0.05 0.01 0.06 0.082
H -3.7920 -4.4736 1.0635 0.08 0.05 -0.12 0.094
C 7.1665 -3.7339 6.5681 -0.08 -0.20 -0.20 -0.060
C 7.9554 -2.5529 6.0253 -0.18 -0.02 0.74 -0.504
C 8.8996 -1.9882 7.0747 0.25 0.14 -0.10 -0.059
O 7.0501 -1.5312 5.6007 -0.07 0.14 -0.49 -0.078
H 6.5507 -3.4326 7.4215 0.15 0.03 0.03 0.085
H 6.4841 -4.1223 5.8072 0.11 -0.01 0.02 0.077
H 7.8315 -4.5405 6.8857 -0.07 0.05 0.01 0.085
H 8.5272 -2.8655 5.1469 -0.15 0.17 -0.06 0.120
H 8.3438 -1.6267 7.9455 -0.03 -0.15 -0.02 0.085
H 9.4514 -1.1334 6.6746 -0.01 -0.11 -0.01 0.080
H 9.6167 -2.7424 7.4074 -0.06 0.07 0.02 0.085
H 6.5395 -1.2475 6.3704 0.12 -0.06 -0.09 0.090
C -7.7526 2.5145 -0.8660 0.06 0.28 0.10 -0.056
C -7.2442 2.0677 -2.2276 -0.34 -0.48 0.42 -0.495
C -8.2143 1.1028 -2.8910 -0.02 0.00 -0.31 -0.057
O -5.9746 1.4347 -2.0759 0.29 0.11 -0.14 -0.073
H -7.8639 1.6602 -0.1904 -0.09 -0.04 -0.13 0.083
H -7.0410 3.1984 -0.3958 -0.07 0.01 -0.10 0.083
H -8.7182 3.0193 -0.9515 0.04 -0.05 0.05 0.063
H -7.0973 2.9405 -2.8696 0.21 -0.12 0.04 0.137
H -8.3413 0.1995 -2.2858 -0.05 0.12 0.09 0.084
H -7.8313 0.7811 -3.8630 -0.04 0.10 0.05 0.082
H -9.1939 1.5654 -3.0368 0.03 -0.07 0.02 0.070
H -6.0935 0.6608 -1.5094 -0.05 0.11 -0.11 0.083
C -10.0957 5.3387 -2.4580 0.22 -0.10 0.20 -0.066
C -11.3133 4.4821 -2.7681 -0.04 0.70 -0.26 -0.502
C -11.7700 4.6697 -4.2064 -0.11 -0.24 -0.16 -0.062
O -12.3761 4.8305 -1.8836 -0.11 -0.25 0.19 -0.062
H -10.3237 6.4019 -2.5835 -0.03 -0.07 -0.13 0.084
H -9.7853 5.2027 -1.4186 -0.02 -0.04 -0.09 0.073
H -9.2564 5.0825 -3.1102 -0.03 0.06 0.03 0.078
H -11.0764 3.4289 -2.5922 -0.18 0.06 0.14 0.127
H -12.0561 5.7098 -4.3923 0.15 0.00 0.05 0.083
H -12.6519 4.0574 -4.4120 0.12 -0.01 0.03 0.081
H -10.9809 4.3939 -4.9107 -0.06 0.05 0.01 0.080
H -12.5937 5.7604 -2.0310 0.06 -0.14 0.02 0.091
C 8.1798 -3.2274 -5.8498 -0.04 -0.29 0.07 -0.056
C 7.1882 -2.2685 -5.2113 0.56 0.19 -0.53 -0.488
C 7.1156 -0.9561 -5.9757 -0.23 0.15 0.05 -0.058
O 7.5790 -2.0106 -3.8599 -0.28 0.04 0.33 -0.098
H 9.1887 -2.8027 -5.8500 -0.10 0.10 -0.08 0.087
H 8.2299 -4.1613 -5.2839 -0.07 0.06 -0.08 0.082
H 7.8985 -3.4578 -6.8800 0.05 0.02 0.07 0.087
H 6.1978 -2.7309 -5.1804 0.08 0.04 0.23 0.138
H 8.0877 -0.4529 -5.9803 0.02 -0.14 -0.07 0.086
H 6.4076 -0.2722 -5.4992 -0.02 -0.08 -0.08 0.076
H 6.8025 -1.1184 -7.0095 0.04 0.04 0.07 0.087
H 8.4551 -1.6010 -3.8763 -0.10 -0.10 -0.21 0.087
C -14.5570 4.9134 1.1454 0.18 0.10 0.14 -0.067
C -16.0192 5.3045 1.0010 0.26 -0.50 -0.42 -0.501
C -16.9026 4.0821 0.8068 -0.29 -0.02 0.11 -0.068
O -16.1680 6.1793 -0.1157 -0.10 0.31 0.05 -0.060
H -14.1991 4.4014 0.2464 -0.09 -0.05 0.05 0.069
H -13.9328 5.8019 1.2728 -0.08 -0.05 0.05 0.080
H -14.4073 4.2548 2.0049 0.02 0.02 -0.06 0.079
H -16.3424 5.8537 1.8894 -0.03 0.13 -0.21 0.138
H -16.6256 3.5412 -0.1038 0.13 0.01 0.09 0.081
H -17.9486 4.3787 0.6929 0.09 0.01 0.08 0.079
H -16.8235 3.3985 1.6560 -0.01 0.00 -0.08 0.079
H -15.8847 5.7021 -0.9066 -0.04 0.02 0.16 0.085
```
Forces are in eV/Å.

The calculated total energy comes out at -102685.180 eV. The value obtained for the frontier orbital gap is 4.59 eV. The total charge is +1. For the strongest force on any atom, the calculation gives 5.28 eV/A.


ORCA calculation (wB97M-V/def2-TZVPD) on one molecule with the formula C4H2N2 at a distorted geometry.

Geometry as XYZ:
```
8
Properties=species:S:1:pos:R:3:forces:R:3:nbo_charge:R:1
C -0.6783 0.4826 -0.2325 1.54 0.99 1.63 -0.406
C -0.0159 -0.7365 -0.4320 -4.17 1.99 -2.19 0.119
C -1.7589 0.7800 -1.0216 -0.11 1.09 1.37 0.168
C -1.6620 -0.9198 -1.8511 1.84 -1.06 0.73 0.550
N -0.6269 -1.4910 -1.3863 -0.22 -0.12 -0.01 -0.470
N -2.4783 0.0638 -1.9017 -1.69 0.10 -1.72 -0.415
H -0.3544 1.2536 0.5721 -0.44 -1.52 -1.62 0.257
H 0.7957 -1.0405 0.0585 3.23 -1.47 1.82 0.198
```
Forces are in eV/Å.

The calculated total energy comes out at -7155.183 eV. The structure (SMILES) is c1cc2nc-2n1. The value obtained for the frontier orbital gap (alpha / beta) is 7.85 / 8.10 eV. The total charge is 0. The value obtained for the relative energy (zero: lowest compared OMol25 entry of this formula, charge and spin) is 359.6 kJ/mol. For the strongest force on any atom, the calculation gives 5.11 eV/A.


Question: Which formula does entry 2 have?
Answer: C4H2N2


Question: Which of these has the highest total charge?
Answer: C38H83F9NO7S2